(1)
{
  "formula": "C4H9NO2",
  "method": "the ωB97M-V functional and the def2-TZVPD basis",
  "symbols": ["C", "N", "C", "C", "O", "C", "O", "H", "H", "H", "H", "H", "H", "H", "H", "H"],
  "coordinates": [[-1.0253, 0.6316, -1.6057], [-0.5480, 1.2011, -0.3734], [0.4988, 0.5030, 0.4441], [-0.1909, -0.0676, 1.7174], [-1.3276, -0.4517, 1.6316], [0.9926, -0.8106, -0.2014], [1.4228, -1.7974, 0.7285], [-0.2666, 0.6234, -2.4066], [-1.3310, -0.4261, -1.5758], [-1.9659, 1.0621, -1.9281], [-1.3016, 1.5296, 0.2039], [1.1340, 1.3750, 0.5998], [0.2480, 0.0785, 2.7257], [1.8292, -0.7089, -0.9146], [0.0866, -1.2781, -0.6104], [1.7449, -1.4637, 1.5649]],
  "e_lumo_ev": 0.67,
  "e_homo_ev": -8.74,
  "orbital_gap_ev": 9.412,
  "total_energy_ha": -362.9684,
  "smiles": "CN[C@@H](C=O)CO",
  "de_lowest_ev": 3.187,
  "max_force_ev_per_a": 1.89
}

=====

(2)
{
  "formula": "C25H51BrF5N5O8P2S",
  "method": "the ωB97M-V functional and the def2-TZVPD basis",
  "symbols": ["C", "C", "C", "Br", "C", "P", "N", "O", "O", "C", "N", "N", "C", "O", "C", "C", "C", "S", "O", "O", "O", "C", "C", "C", "C", "C", "F", "F", "C", "F", "F", "F", "P", "C", "C", "H", "H", "H", "H", "H", "H", "H", "H", "H", "H", "H", "H", "H", "H", "H", "H", "H", "H", "H", "H", "H", "H", "H", "H", "H", "H", "H", "H", "H", "C", "O", "C", "C", "C", "N", "H", "H", "H", "H", "H", "H", "H", "H", "H", "H", "H", "C", "O", "C", "C", "C", "N", "H", "H", "H", "H", "H", "H", "H", "H", "H", "H", "H"],
  "coordinates": [[-4.8845, 2.0700, -0.2570], [-4.0923, 1.7670, -1.5650], [-2.5573, 1.8795, -1.5076], [-2.1447, 2.9535, -3.1513], [-1.6371, 0.6044, -1.1633], [-2.6913, -0.9389, -1.3442], [-2.0213, -2.3124, -1.0035], [-3.2869, -1.0485, -2.8243], [-3.9873, -0.8784, -0.3909], [-1.2903, 0.8197, 0.3808], [-2.3885, 1.2186, 1.2049], [-0.9022, -0.5077, 0.9909], [-0.7912, -0.5126, 2.2093], [-0.5587, -0.4516, 3.3707], [-0.0495, 1.7521, 0.6291], [-0.2558, 2.8147, 1.7324], [1.0632, 3.4318, 2.2146], [0.5683, 2.6611, -0.8058], [-0.2074, 3.8612, -0.8770], [1.9363, 3.0345, -0.6566], [0.4543, 1.7068, -2.0683], [-0.3331, 0.4879, -2.0035], [0.6845, -0.6577, -1.7510], [1.7082, -0.7062, -0.5902], [2.9821, 0.1796, -0.7913], [4.2358, -0.6442, -0.6459], [4.1679, -1.4359, 0.4270], [4.4923, -1.3616, -1.7539], [5.4999, 0.2394, -0.4224], [6.4705, -0.5533, 0.0249], [5.8846, 0.8374, -1.5151], [5.2994, 1.1114, 0.5491], [-0.7502, 0.1725, -3.8727], [-0.7120, -1.5958, -4.3410], [0.2957, 1.2387, -4.9349], [-4.8455, 1.2677, 0.4678], [-4.4830, 3.0063, 0.1365], [-5.9146, 2.2445, -0.5583], [-4.5428, 0.8667, -1.9832], [-4.4867, 2.5485, -2.2055], [-2.3234, 2.6653, -0.7978], [-1.0708, -2.1290, -0.7063], [-3.3090, -0.1807, -3.2628], [-3.9994, -1.6785, 0.1482], [-3.1355, 0.5515, 1.2926], [-2.6906, 2.1763, 1.1667], [0.8197, 1.2120, 0.9947], [-0.9994, 3.5612, 1.4611], [-0.6584, 2.2901, 2.5970], [0.9081, 3.8271, 3.2166], [1.4152, 4.2189, 1.5572], [1.8211, 2.6552, 2.3225], [0.3111, -1.6661, -1.8859], [1.3673, -0.5881, -2.6062], [1.3362, -0.6806, 0.4267], [2.1314, -1.7134, -0.6642], [3.0059, 0.8533, 0.0614], [2.9744, 0.7134, -1.7351], [-1.0028, -2.2557, -3.5270], [0.2399, -1.9159, -4.7788], [-1.4565, -1.7487, -5.1207], [1.3377, 0.9154, -5.0024], [-0.1200, 1.1475, -5.9402], [0.1855, 2.2780, -4.6531], [-2.8267, -8.5214, -1.2099], [-2.2433, -7.2401, -1.0712], [-1.8264, -6.6374, -2.2826], [-2.9458, -5.9463, -3.0776], [-3.8569, -6.9194, -3.8210], [-3.7664, -5.0836, -2.2262], [-2.3652, -9.0931, -2.0203], [-3.9042, -8.4440, -1.3735], [-2.6722, -9.0594, -0.2742], [-1.1023, -5.8723, -1.9908], [-1.2846, -7.3634, -2.9043], [-2.4627, -5.3152, -3.8304], [-4.5675, -7.4103, -3.1565], [-4.4396, -6.3875, -4.5734], [-3.2772, -7.6912, -4.3331], [-3.1687, -4.3691, -1.8107], [-4.0675, -5.6417, -1.4313], [3.5304, 2.2225, 5.3985], [2.7042, 3.3646, 5.2578], [2.8916, 4.3630, 6.2436], [4.0846, 5.2984, 5.9919], [5.4364, 4.6663, 6.3090], [4.1082, 5.7962, 4.6126], [3.7167, 1.9817, 6.4486], [4.4771, 2.3593, 4.8713], [3.0142, 1.3808, 4.9354], [1.9807, 4.9678, 6.2198], [2.9417, 3.9108, 7.2428], [3.9637, 6.1574, 6.6585], [5.7598, 3.9705, 5.5354], [6.2030, 5.4376, 6.3841], [5.4080, 4.1314, 7.2609], [3.2496, 6.3090, 4.4310], [4.0451, 4.9904, 3.9951]],
  "e_lumo_ev": 0.33,
  "e_homo_ev": -7.74,
  "orbital_gap_ev": 8.073,
  "total_energy_ha": -6013.0395,
  "smiles": "CC[C@H](Br)[C@]1(P(=N)(O)O)[C@@](N)(N=C=O)[C@H](CC)S(=O)(=O)O[C@]1(CCCC(F)(F)C(F)(F)F)P(C)C.COC[C@@H](C)N.COC[C@@H](C)N",
  "max_force_ev_per_a": 3.27
}

=====

(3)
{
  "formula": "C4H12N3",
  "method": "the ωB97M-V functional and the def2-TZVPD basis",
  "symbols": ["C", "C", "C", "N", "C", "N", "N", "H", "H", "H", "H", "H", "H", "H", "H", "H", "H", "H", "H"],
  "coordinates": [[1.1894, 0.0626, 1.6495], [0.4734, 1.3542, 1.1409], [-0.8397, 1.1984, 0.3843], [-1.1106, -0.2048, -0.0770], [-0.4449, -0.7938, -1.0574], [0.6170, -0.2572, -1.6049], [-0.9803, -1.9984, -1.4824], [0.7199, -0.4901, 2.5559], [2.2744, 0.2184, 1.7058], [1.2304, -0.7953, 0.9779], [0.3005, 1.9140, 2.0704], [1.1242, 1.9662, 0.5205], [-1.7618, 1.3544, 0.9971], [-0.8308, 1.7622, -0.5771], [-1.6517, -0.7737, 0.5617], [1.2223, 0.4838, -1.3275], [0.9779, -0.6070, -2.5415], [-0.5301, -2.4748, -2.2376], [-1.9794, -1.9191, -1.6587]],
  "total_charge": 1,
  "e_lumo_ev": -3.10,
  "e_homo_ev": -14.87,
  "orbital_gap_ev": 11.774,
  "total_energy_ha": -323.6455,
  "smiles": "CCCNC(N)=[NH2+]",
  "de_lowest_ev": 0.891,
  "max_force_ev_per_a": 4.03
}